No. 1
Entry from the OMol25 dataset: a molecular structure, C14H23N7O4 (the ωB97M-V functional and the def2-TZVPD basis).

Results
- ΔE to the lowest compared entry with this formula, charge and spin (kJ/mol) = 1422.0
- lowest unoccupied orbital energy (eV) = -0.266
- E_HOMO (eV) = -7.731

The geometry in XYZ format:
```
48
Properties=species:S:1:pos:R:3:forces:R:3:nbo_charge:R:1
C 0.50477 0.11038 0.35325 -1.729 0.270 1.195 0.786
O 0.82638 -0.03666 -0.79269 3.568 -0.678 5.827 -0.726
N -0.64944 -0.17618 0.77780 1.849 -0.579 -1.919 -0.813
N 1.27588 0.60726 1.22876 4.629 2.006 3.954 -0.840
H -0.80453 0.10166 1.73637 -0.261 -1.117 -4.957 0.298
H -1.42288 -0.50237 0.21611 4.026 0.832 0.151 0.358
H 2.24077 0.57125 0.93245 -1.019 0.014 1.338 0.407
H 0.99246 0.75258 2.18723 0.441 -0.161 -0.480 0.401
C -0.00687 -0.95391 -2.91846 2.167 0.178 -0.100 0.741
O -0.37564 -1.34950 -3.98635 -2.299 -0.890 -3.052 -0.713
N 0.35904 -1.80921 -1.97039 -0.924 -4.354 1.213 -0.859
N 0.41106 0.26969 -2.68142 -1.760 4.307 -6.001 -0.869
H 0.59586 -1.41931 -1.06929 -0.230 -1.242 -0.702 0.403
H -0.09184 -2.70908 -2.05431 0.264 0.027 -0.118 0.365
H 0.37281 0.94225 -3.43395 -0.269 -0.876 -0.608 0.358
H 0.83278 0.53280 -1.80220 0.007 1.035 -2.300 0.416
C 3.85619 0.58567 -2.62160 1.622 0.549 1.124 -0.183
C 4.77667 -0.24750 -1.93809 -1.318 0.920 -1.940 -0.259
C 4.75503 -0.27241 -0.58892 -0.800 -0.457 1.736 0.284
C 3.83399 0.47033 0.13773 0.470 0.964 -0.638 -0.329
C 2.99002 1.36541 -0.52181 1.270 1.366 -1.096 -0.260
C 3.05744 1.50725 -1.89324 -0.415 -2.553 -1.082 0.278
O 2.13426 2.14817 -2.65930 0.987 1.894 -1.065 -0.710
O 5.56108 -1.18714 0.01070 0.710 -0.482 0.362 -0.675
H 3.92190 0.61153 -3.69929 -0.521 -0.011 -0.067 0.227
H 5.38243 -0.99107 -2.43463 0.096 0.195 -0.265 0.229
H 3.74201 0.38727 1.21060 0.692 -0.175 0.189 0.203
H 2.25811 1.98264 -0.02207 0.397 0.099 -0.061 0.237
H 1.21910 2.30574 -2.41591 0.432 -0.234 1.046 0.498
H 5.21681 -1.44706 0.86832 -0.033 0.146 0.071 0.475
C -4.76826 -1.12758 -1.19233 0.445 -0.750 0.101 -0.739
C -3.46391 -0.94256 -0.49540 -1.004 -0.829 -1.081 0.517
N -2.44907 -0.84002 0.03745 -10.863 -5.256 -4.394 -0.404
H -4.60390 -1.21294 -2.26648 0.152 0.660 -0.038 0.288
H -5.56925 -0.43870 -0.92406 0.517 0.403 -0.056 0.271
H -5.17431 -2.11637 -0.97896 0.276 -0.147 0.509 0.268
C -2.24227 -0.91407 4.58227 0.710 0.230 -0.381 -0.730
C -1.46088 -0.18317 3.54613 3.188 0.348 -0.082 0.464
N -0.75589 0.37772 2.77522 -2.183 0.163 13.931 -0.415
H -1.90749 -0.64492 5.58406 -0.434 1.096 -0.044 0.275
H -1.98946 -1.96818 4.69648 -0.174 -0.272 -1.196 0.276
H -3.29586 -0.74297 4.36145 0.008 -0.161 0.494 0.265
C -3.19017 0.96759 1.68654 -0.108 1.358 1.267 -0.770
C -3.70140 2.31782 1.63503 -1.460 2.780 -0.989 0.287
N -4.12359 3.40195 1.49270 1.015 -2.481 0.530 -0.343
H -2.81187 0.59437 0.73486 -0.692 1.381 1.093 0.279
H -3.90609 0.31570 2.18714 -0.304 -0.201 -0.488 0.221
H -2.35212 1.00564 2.38247 -1.140 0.687 -0.932 0.263
```
Forces are in eV/Å.

No. 2
Entry from the OMol25 dataset: a molecular structure, C31H15Cl3F7IrNO2S (the ωB97M-V functional and the def2-TZVPD basis).

Results
- ΔE to the lowest compared entry with this formula, charge and spin (kJ/mol) = 314.2
- multiplicity = 2
- lowest unoccupied orbital energy (alpha / beta) (eV) = -1.286 / -2.513
- E_HOMO (alpha / beta) (eV) = -7.947 / -7.671

The geometry in XYZ format:
```
61
Properties=species:S:1:pos:R:3:forces:R:3:lowdin_spin:R:1
Ir -0.14691 -0.67519 -0.18005 -0.006 1.620 0.491 0.693
F -5.95601 3.72134 0.60574 -0.003 -0.026 -0.015 0.002
C -5.03906 2.90787 0.08223 -0.046 0.033 0.057 0.006
C -4.28812 2.08263 0.89374 0.009 -0.019 0.058 -0.001
F -4.49448 2.07739 2.21297 0.039 0.023 -0.009 -0.001
C -3.32295 1.26262 0.33702 0.039 -0.027 0.113 0.009
F -2.61720 0.49992 1.19274 -0.104 -0.092 -0.041 0.014
C -3.06667 1.20352 -1.02678 0.231 0.124 -0.060 0.024
S -1.87253 0.16666 -1.80418 -0.355 -0.325 0.473 0.100
C -3.86643 2.03463 -1.81314 0.068 0.027 -0.129 0.011
F -3.71077 2.03346 -3.14020 0.028 0.042 0.012 0.002
C -4.82218 2.87816 -1.28270 -0.058 0.032 -0.088 0.000
F -5.53754 3.67273 -2.08039 -0.005 -0.028 -0.007 0.000
F 3.42573 -4.43881 1.12155 -0.005 0.006 0.006 0.000
C 3.18773 -3.22385 0.60209 0.064 0.000 -0.017 0.001
C 1.89390 -2.75720 0.55977 -0.131 0.102 -0.092 0.012
C 1.65351 -1.48785 0.03239 0.324 -0.135 0.163 0.025
C 2.72348 -0.71833 -0.46035 -0.041 -0.011 -0.051 0.009
C 4.00469 -1.25809 -0.40011 0.084 0.000 -0.010 0.000
F 5.05740 -0.56031 -0.87237 -0.028 0.018 0.008 -0.001
C 4.26787 -2.49831 0.12921 0.043 -0.052 -0.004 0.008
C 2.35457 0.59101 -0.97755 0.104 0.025 0.104 0.006
C 3.21204 1.54565 -1.52256 0.040 0.063 0.049 0.001
C 2.71476 2.77492 -1.89858 0.014 -0.007 -0.064 0.005
C 1.36439 3.04462 -1.72511 0.023 -0.006 0.052 0.002
C 0.55751 2.05766 -1.21118 0.078 0.056 0.113 0.006
N 1.03165 0.85217 -0.85262 -0.071 -0.175 -0.710 0.006
H 1.09809 -3.38499 0.93377 0.012 -0.006 0.005 0.001
H 5.27427 -2.88941 0.15914 -0.014 -0.003 0.011 0.000
H 4.25855 1.31924 -1.63704 -0.008 -0.019 0.012 0.000
H 3.37391 3.51781 -2.32844 0.001 -0.003 0.031 0.000
H 0.93517 3.99902 -1.99433 -0.012 -0.017 0.004 0.000
H -0.50129 2.21123 -1.07807 -0.016 -0.037 -0.034 0.003
Cl -3.65254 -7.23479 -1.19994 0.097 0.179 -0.051 0.001
C -2.79554 -5.71644 -1.26372 -0.117 -0.200 -0.389 0.002
C -2.44751 -5.17738 -2.53250 -0.167 -0.307 0.172 0.002
C -1.75754 -4.01686 -2.62080 0.317 0.319 -0.066 0.004
Cl -1.32410 -3.37444 -4.16853 -0.026 -0.051 0.147 0.000
C -1.32506 -3.28987 -1.44847 -0.084 0.039 -0.244 0.009
O -0.58069 -2.27655 -1.58555 0.372 0.073 -0.128 0.054
C -1.78154 -3.81030 -0.20667 0.053 -0.241 0.125 0.004
C -1.55816 -3.10973 0.99083 -0.161 -0.120 -0.056 0.002
O -1.07446 -1.96716 1.13138 0.225 0.162 0.320 0.016
C -2.47963 -5.05246 -0.13492 0.035 0.244 0.260 -0.001
H -2.72974 -5.69837 -3.43762 -0.019 -0.027 0.039 0.000
H -1.85975 -3.60980 1.91906 -0.090 0.075 -0.015 0.000
H -2.77246 -5.44663 0.83112 0.029 0.047 -0.008 0.000
Cl 3.73803 5.50177 3.24683 0.075 0.074 -0.046 -0.002
C 2.81839 4.12387 2.74898 -0.029 -0.069 -0.042 -0.007
C 3.36281 2.85413 2.88943 0.001 -0.025 -0.018 0.001
C 2.59222 1.75299 2.56895 0.065 -0.019 0.056 -0.007
C 1.27146 1.90235 2.12850 0.124 -0.168 -0.462 -0.001
C 0.41687 0.76103 1.96064 -0.379 -1.357 -2.076 -0.021
C 0.78204 3.19622 1.91524 -0.011 0.104 0.019 -0.006
C 1.54401 4.30620 2.23151 -0.033 -0.035 -0.023 0.001
H 4.37203 2.74017 3.26022 -0.008 -0.001 0.006 0.000
H 2.99940 0.75439 2.68001 -0.004 0.022 0.061 0.000
H 0.77590 -0.22787 2.20168 -0.313 0.122 0.946 -0.002
H -0.61882 0.92348 1.70144 -0.216 -0.037 0.941 0.008
H -0.21913 3.32365 1.51946 -0.020 0.020 0.086 0.000
H 1.15645 5.30650 2.09679 -0.009 -0.004 0.015 0.000
```
Forces are in eV/Å.

No. 3
Entry from the OMol25 dataset: C7H15NO2Si in the gas phase (the ωB97M-V functional and the def2-TZVPD basis).

Results
- ΔE to the lowest compared entry with this formula, charge and spin (kJ/mol) = 74.4
- SMILES = C=CC[C@](N)(C(=O)O)[SiH](C)C
- lowest unoccupied orbital energy (eV) = 0.628
- E_HOMO (eV) = -9.737

The geometry in XYZ format:
```
26
Properties=species:S:1:pos:R:3:forces:R:3:nbo_charge:R:1
C -2.83108 -2.03092 -0.01335 1.032 -0.399 0.593 -0.396
C -2.39924 -0.79101 -0.21221 0.378 -0.197 -0.221 -0.189
C -0.88658 -0.54881 -0.41880 -1.238 -1.146 1.172 -0.444
C -0.23515 0.54901 0.45564 -1.043 -0.380 -0.568 -0.406
N -0.61582 0.38665 1.85861 3.632 0.010 1.422 -0.844
C -0.75589 1.89444 0.00163 0.132 1.261 0.814 0.778
O -0.69927 2.28797 -1.13975 -0.591 -0.140 0.340 -0.607
O -1.18764 2.68667 1.01349 0.703 -1.122 1.412 -0.695
Si 1.64931 0.52725 0.14253 1.260 -0.401 -0.911 1.352
C 1.99501 1.04694 -1.65241 1.204 1.600 2.139 -1.092
C 2.36570 -1.24123 0.08460 -1.540 -0.038 0.168 -1.085
H -3.83834 -2.44894 0.00676 0.230 0.522 -0.061 0.215
H -1.98626 -2.71203 0.19172 -0.845 -0.233 -0.115 0.178
H -3.05749 0.01680 -0.48700 -0.247 0.300 0.153 0.209
H -0.94610 -0.29765 -1.46136 1.174 0.114 -0.673 0.253
H -0.41975 -1.54960 -0.17983 -0.112 1.138 -0.724 0.209
H 0.22391 0.02045 2.39409 -1.449 0.668 -0.585 0.370
H -1.31359 -0.28570 2.00071 -1.426 -1.083 -0.023 0.382
H -0.98988 2.17459 1.93023 -0.666 0.783 -2.814 0.521
H 2.30321 1.44362 1.17678 -0.399 -0.536 -0.389 -0.166
H 1.10057 1.56076 -1.82004 -1.333 0.908 -1.098 0.269
H 2.80816 1.81496 -1.73539 -0.526 -0.910 -0.033 0.246
H 2.10441 0.22924 -2.30743 0.270 -0.864 -0.729 0.229
H 2.56688 -1.45036 -0.97418 -0.195 -0.148 0.411 0.242
H 3.28187 -1.23592 0.60109 1.398 -0.052 0.645 0.239
H 1.76309 -2.04718 0.54390 0.197 0.344 -0.327 0.232
```
Forces are in eV/Å.

No. 4
Entry from the OMol25 dataset: a molecular structure, C20H19Br2IN2SiZr (the ωB97M-V functional and the def2-TZVPD basis).

Results
- ΔE to the lowest compared entry with this formula, charge and spin (kJ/mol) = 0.0
- total charge = +2
- lowest unoccupied orbital energy (eV) = -7.622
- E_HOMO (eV) = -14.137

The geometry in XYZ format:
```
46
Properties=species:S:1:pos:R:3:forces:R:3:nbo_charge:R:1
Zr -0.76785 1.16681 -0.59124 0.077 0.208 -0.144 1.680
Br -2.52554 3.70148 -0.46185 0.006 -0.058 -0.021 0.210
C -3.96696 2.44174 -0.69542 0.016 0.025 0.008 -0.491
Br -3.31299 0.88554 -1.68445 -0.034 -0.039 0.000 0.247
H -4.75112 2.89936 -1.28581 -0.011 -0.013 0.007 0.271
H -4.29040 2.08930 0.27642 -0.009 -0.001 -0.006 0.268
N 2.04899 -8.10511 -3.21965 0.003 -0.004 -0.003 -0.205
C 1.74154 -7.03406 -2.94436 -0.010 0.010 0.014 0.229
C 1.35603 -5.69275 -2.59968 0.018 -0.009 -0.020 -0.089
C 0.61342 -5.46591 -1.44085 -0.005 -0.008 0.012 -0.151
C 0.24337 -4.17960 -1.10959 0.001 0.003 0.017 -0.135
C 0.61391 -3.11579 -1.94293 0.030 0.009 -0.047 -0.236
C 1.36219 -3.34964 -3.10566 -0.029 -0.004 0.013 -0.132
C 1.73249 -4.63694 -3.43111 0.003 0.014 0.001 -0.162
C 0.22707 -1.79715 -1.61217 -0.007 -0.043 0.005 0.423
C -0.11183 -0.65068 -1.32083 -0.030 -0.087 -0.021 -0.816
H 0.33437 -6.29930 -0.81187 0.000 0.001 0.002 0.252
H -0.32985 -3.98809 -0.21314 -0.005 -0.001 -0.003 0.236
H 1.64392 -2.52106 -3.74030 0.003 -0.005 -0.006 0.233
H 2.30974 -4.83623 -4.32276 -0.001 -0.002 0.000 0.253
I 1.68382 2.63208 0.37396 0.019 0.028 -0.067 0.461
C 1.43961 3.11642 -1.65913 0.034 -0.049 0.155 0.108
C 2.31554 3.88623 -2.38518 -0.024 -0.004 -0.034 -0.251
C 1.99606 4.10461 -3.72211 0.012 0.006 0.028 -0.077
C 0.84255 3.54748 -4.25652 -0.005 -0.010 0.008 -0.221
C 0.03010 2.78406 -3.44266 -0.001 -0.009 -0.027 0.079
N 0.32338 2.57050 -2.14803 -0.044 0.014 0.070 -0.627
H 3.20714 4.29986 -1.93696 0.000 0.003 0.001 0.268
H 2.65100 4.70800 -4.33686 -0.006 -0.004 -0.012 0.263
H 0.57507 3.70095 -5.29186 -0.003 -0.003 -0.001 0.266
H -0.87588 2.32465 -3.81782 -0.002 0.008 0.002 0.228
C 1.11328 1.42241 4.56461 0.007 0.009 0.021 -1.109
Si -0.61229 0.72200 4.47748 0.049 0.031 0.015 1.573
C -0.67922 -1.08695 4.87282 -0.021 -0.007 -0.001 -1.110
C -1.85793 1.74015 5.39722 -0.031 0.006 -0.021 -1.110
C -1.04878 0.88407 2.63997 -0.026 -0.076 -0.012 -0.156
C -1.27242 0.97323 1.43415 0.028 0.083 0.033 -0.758
H 1.47118 1.39367 5.59605 0.010 -0.003 -0.001 0.268
H 1.14302 2.46575 4.24260 -0.012 -0.005 0.001 0.239
H 1.81393 0.84084 3.96178 -0.003 -0.004 -0.001 0.241
H -0.39845 -1.24784 5.91576 0.002 -0.004 0.001 0.264
H 0.00632 -1.66118 4.24848 0.004 -0.005 0.004 0.250
H -1.68650 -1.48227 4.73535 0.002 -0.016 0.002 0.256
H -1.64014 1.72228 6.46686 0.005 -0.005 0.003 0.265
H -2.86558 1.34633 5.25706 -0.009 0.011 0.015 0.255
H -1.84529 2.78073 5.07025 -0.003 0.006 0.013 0.250
```
Forces are in eV/Å.

No. 5
Entry from the OMol25 dataset: C4H8N2O in the gas phase (the ωB97M-V functional and the def2-TZVPD basis).

Results
- ΔE to the lowest compared entry with this formula, charge and spin (kJ/mol) = 335.0
- SMILES = [H]/N=C/C(C)(O)/C=N/[H]
- lowest unoccupied orbital energy (eV) = 0.956
- E_HOMO (eV) = -8.943

The geometry in XYZ format:
```
15
Properties=species:S:1:pos:R:3:forces:R:3:nbo_charge:R:1
H 0.42868 3.18505 0.32258 -0.423 -2.035 -0.940 0.351
N 0.44401 2.18887 -0.10589 0.754 1.710 0.516 -0.644
C -0.44018 1.41253 0.30019 1.467 -3.120 -1.615 0.141
C -0.46438 -0.39407 -0.01270 1.407 4.014 -0.517 0.182
C -0.74594 -0.61581 -1.50936 2.878 -0.416 -1.740 -0.648
O -1.33980 -0.87152 0.90732 -0.526 -0.368 1.443 -0.704
C 0.97479 -0.75272 0.34825 1.063 0.176 0.217 0.116
N 1.24772 -1.08598 1.54009 0.578 -0.105 0.564 -0.665
H 2.27383 -1.20841 1.76053 -1.507 0.135 -0.708 0.358
H -1.21715 1.63352 0.94565 -1.825 0.460 1.565 0.144
H -0.29969 -1.62199 -1.79212 -1.016 0.733 0.356 0.215
H -1.72639 -0.50580 -1.97331 -0.143 -0.015 0.800 0.239
H -0.02606 0.05689 -2.18981 -1.496 -0.928 1.920 0.234
H -0.92372 -0.79249 1.82367 -0.352 -0.362 -1.711 0.503
H 1.81429 -0.62806 -0.36508 -0.859 0.121 -0.150 0.177
```
Forces are in eV/Å.

No. 6
Entry from the OMol25 dataset: C4H5IN2 in the gas phase (the ωB97M-V functional and the def2-TZVPD basis).

Results
- ΔE to the lowest compared entry with this formula, charge and spin (kJ/mol) = 412.6
- lowest unoccupied orbital energy (eV) = 0.423
- E_HOMO (eV) = -7.710

The geometry in XYZ format:
```
12
Properties=species:S:1:pos:R:3:forces:R:3:nbo_charge:R:1
C -1.86567 -1.51154 2.09409 3.091 -1.223 -2.554 0.006
C 0.36316 -0.76427 -0.38725 -0.727 1.289 2.206 -0.079
C 0.18152 0.55233 -0.43062 -2.042 -0.073 -0.377 -0.156
C 0.96214 1.43529 -1.31408 1.320 0.755 -0.149 -0.685
N -0.92227 -1.62359 1.36313 -2.746 1.317 1.871 0.021
N 0.00067 -1.72593 0.54047 -0.399 -1.302 -0.024 -0.348
I -1.35901 1.52977 0.64244 0.313 0.193 -0.130 0.091
H -2.34890 -1.60354 3.02958 -0.152 0.277 0.375 0.247
H 1.16426 -1.08421 -0.95014 1.466 -1.046 -1.453 0.201
H 0.47666 2.32668 -1.83173 0.682 -1.032 1.360 0.241
H 1.48778 0.90122 -2.08575 -0.351 -0.775 -0.778 0.226
H 1.85966 1.56779 -0.67014 -0.456 1.620 -0.348 0.234
```
Forces are in eV/Å.

Number 1: energy -1231.04225 a.u.. Number 2: energy -3977.63179 a.u.. Number 3: energy -770.42361 a.u.. Number 4: energy -6664.66434 a.u.. Number 5: energy -341.87605 a.u.. Number 6: energy -562.45824 a.u..